Model P:
{
  "formula": "C4H11NO",
  "method": "ωB97M-V with the def2-TZVPD basis set",
  "symbols": ["C", "C", "N", "H", "H", "H", "H", "H", "H", "C", "O", "C", "H", "H", "H", "H", "H"],
  "xyz": [[-1.524, 1.062, 0.248], [-2.649, 0.308, -0.022], [-1.123, 1.693, 1.408], [-0.931, 1.273, -0.630], [-2.943, 0.317, -1.074], [-3.004, -0.367, 0.732], [-1.589, 1.302, 2.207], [-0.084, 1.688, 1.205], [1.876, -0.163, -1.701], [1.446, -1.512, -0.556], [0.992, -0.602, -1.626], [2.179, -0.703, 0.556], [0.577, -2.077, -0.317], [2.183, -2.231, -0.958], [2.755, -1.432, 1.078], [2.901, -0.043, 0.042], [1.476, -0.228, 1.213]],
  "e_homo_ev": [-13.8, -13.8],
  "e_lumo_ev": [-4.5, -7.9],
  "multiplicity": 2,
  "charge": 1,
  "s2": 0.761,
  "orbital_gap_ev": [9.227, 5.839]
}


Model Q:
{
  "formula": "C4H11NO",
  "method": "ωB97M-V with the def2-TZVPD basis set",
  "symbols": ["C", "N", "C", "C", "C", "O", "H", "H", "H", "H", "H", "H", "H", "H", "H", "H", "H"],
  "xyz": [[0.588, 0.801, 1.967], [0.864, 0.968, 0.466], [0.386, -1.479, 0.043], [0.492, -0.064, -0.587], [-0.747, 0.454, -1.192], [-1.267, -0.622, -2.198], [0.871, 1.718, 2.610], [-0.374, 0.304, 2.302], [1.355, 0.075, 2.310], [0.291, 1.822, 0.254], [1.329, -1.815, 0.526], [-0.583, -1.614, 0.637], [0.161, -1.996, -0.937], [1.145, -0.018, -1.541], [-0.692, 1.447, -1.906], [-1.521, 0.535, -0.442], [-2.299, -0.517, -2.312]],
  "e_homo_ev": [-14.9, -14.9],
  "e_lumo_ev": [-3.1, -8.4],
  "multiplicity": 2,
  "charge": 1,
  "s2": 0.755,
  "orbital_gap_ev": [11.801, 6.506]
}


Model R:
{
  "formula": "C4H11NO",
  "method": "ωB97M-V with the def2-TZVPD basis set",
  "symbols": ["C", "C", "C", "C", "N", "H", "H", "H", "H", "H", "H", "H", "H", "H", "H", "H", "O"],
  "xyz": [[-1.839, -1.550, -1.078], [-1.015, -2.395, 0.011], [0.114, -1.500, 0.443], [1.088, 0.335, 1.486], [0.056, -0.439, 1.504], [-2.006, -0.616, -0.507], [-1.204, -1.497, -2.021], [-2.738, -2.256, -1.162], [-0.803, -3.436, -0.377], [-1.776, -2.556, 0.916], [0.494, -0.850, -0.430], [1.075, -2.159, 0.527], [1.637, 0.428, 0.605], [1.056, 1.229, 2.259], [2.503, 5.768, -1.329], [1.826, 5.682, 0.053], [1.531, 5.810, -0.898]],
  "e_homo_ev": [-13.7, -13.7],
  "e_lumo_ev": [-5.8, -9.4],
  "multiplicity": 2,
  "charge": 1,
  "s2": 0.757,
  "orbital_gap_ev": [7.871, 4.278]
}


Which structure is most stable? model P, by 0.0348 hartree over the runner-up.


Model P:
{
  "formula": "C4H11NO",
  "method": "ωB97M-V with the def2-TZVPD basis set",
  "symbols": ["C", "C", "H", "H", "H", "H", "H", "H", "C", "C", "O", "N", "H", "H", "H", "H", "H"],
  "xyz": [[0.391, 2.020, -2.437], [0.415, 1.863, -0.934], [-0.604, 1.893, -2.860], [0.884, 2.926, -2.787], [0.977, 1.258, -2.967], [1.392, 2.136, -0.521], [0.074, 0.858, -0.626], [-0.271, 2.529, -0.407], [-1.133, -1.242, 2.140], [-0.234, -2.249, 1.561], [-0.063, -3.413, 2.025], [0.618, -1.916, 0.571], [1.160, -2.664, 0.137], [0.592, -0.991, 0.129], [-2.136, -1.330, 1.724], [-0.782, -0.219, 2.052], [-1.282, -1.462, 3.200]],
  "e_homo_ev": [-14.8, -14.8],
  "e_lumo_ev": [-4.7, -9.9],
  "multiplicity": 2,
  "charge": 1,
  "s2": 0.789,
  "orbital_gap_ev": [10.088, 4.893]
}


Model Q:
{
  "formula": "C4H11NO",
  "method": "ωB97M-V with the def2-TZVPD basis set",
  "symbols": ["N", "C", "C", "C", "C", "H", "H", "H", "H", "H", "H", "H", "H", "H", "H", "H", "O"],
  "xyz": [[0.895, -0.535, 1.320], [1.179, -1.258, 0.151], [-1.408, 0.396, -2.150], [-0.461, 0.147, -1.062], [0.239, -1.043, -0.935], [0.036, -0.742, 1.809], [1.699, -0.415, 1.929], [1.300, -2.356, 0.308], [2.165, -0.998, -0.247], [-1.107, 1.235, -2.794], [-1.615, -0.466, -2.774], [-2.359, 0.784, -1.743], [-0.299, 0.947, -0.348], [0.146, -1.829, -1.668], [-0.374, 1.965, 1.984], [0.412, 2.239, 3.275], [-0.450, 1.928, 2.944]],
  "e_homo_ev": [-14.8, -14.3],
  "e_lumo_ev": [-4.0, -8.3],
  "multiplicity": 2,
  "charge": 1,
  "s2": 0.756,
  "orbital_gap_ev": [10.765, 5.967]
}


Which structure is most stable? model Q, by 0.0113 hartree over the runner-up.


Model P:
{
  "formula": "C6H11N",
  "method": "ωB97M-V with the def2-TZVPD basis set",
  "symbols": ["C", "N", "C", "C", "C", "C", "C", "H", "H", "H", "H", "H", "H", "H", "H", "H", "H", "H"],
  "xyz": [[-1.491, -0.066, 2.683], [1.031, -0.414, 1.215], [-0.139, -0.204, 0.503], [-1.320, -0.138, 1.230], [0.878, 0.496, -3.160], [0.987, 0.285, -1.695], [-0.099, 0.065, -0.893], [-1.749, -1.039, 3.142], [-2.323, 0.571, 2.979], [-0.590, 0.205, 3.233], [1.824, -0.622, 0.619], [0.924, -1.023, 2.015], [-2.219, 0.041, 0.649], [1.188, -0.411, -3.696], [1.589, 1.281, -3.403], [-0.173, 0.554, -3.439], [1.837, 0.634, -1.103], [-1.100, 0.305, -1.251]],
  "e_homo_ev": [-13.5, -14.2],
  "e_lumo_ev": [-4.5, -6.9],
  "multiplicity": 2,
  "charge": 1,
  "s2": 0.774,
  "orbital_gap_ev": [9.028, 7.310]
}


Model Q:
{
  "formula": "C6H11N",
  "method": "ωB97M-V with the def2-TZVPD basis set",
  "symbols": ["C", "C", "N", "C", "C", "C", "C", "H", "H", "H", "H", "H", "H", "H", "H", "H", "H", "H"],
  "xyz": [[-1.478, 0.033, -2.245], [-0.597, 0.736, -1.177], [-0.378, -0.935, 2.120], [-0.832, -0.265, 1.020], [-0.009, -0.160, -0.121], [1.471, -0.279, -0.002], [2.142, 0.780, 0.479], [-1.001, -0.098, -3.205], [-1.862, -0.934, -1.911], [-2.416, 0.576, -2.388], [0.149, 1.428, -1.568], [-1.269, 1.408, -0.624], [-0.955, -0.670, 2.911], [0.641, -0.939, 2.054], [-1.903, -0.108, 1.007], [1.985, -1.237, -0.082], [1.580, 1.710, 0.416], [3.166, 0.835, 0.827]],
  "e_homo_ev": [-14.3, -14.7],
  "e_lumo_ev": [-4.1, -7.0],
  "multiplicity": 2,
  "charge": 1,
  "s2": 0.759,
  "orbital_gap_ev": [10.196, 7.730]
}


Model R:
{
  "formula": "C6H11N",
  "method": "ωB97M-V with the def2-TZVPD basis set",
  "symbols": ["C", "C", "C", "C", "C", "C", "N", "H", "H", "H", "H", "H", "H", "H", "H", "H", "H", "H"],
  "xyz": [[-1.261, 1.515, -1.032], [-1.192, 0.211, -0.409], [0.080, -0.123, 0.205], [0.602, -1.374, 0.382], [1.815, -1.583, 1.169], [2.908, -2.218, 0.779], [-2.128, 2.368, -0.191], [-1.484, 1.529, -2.057], [-0.134, 1.998, -1.126], [-1.676, -0.616, -1.035], [-1.830, 0.259, 0.650], [0.726, 0.616, 0.616], [0.299, -2.181, -0.232], [1.739, -1.037, 2.211], [3.036, -2.473, -0.293], [3.964, -2.175, 1.254], [-2.385, 3.296, -0.754], [-3.080, 1.988, -0.137]],
  "e_homo_ev": [-13.3, -13.3],
  "e_lumo_ev": [-4.7, -8.0],
  "multiplicity": 2,
  "charge": 1,
  "s2": 0.770,
  "orbital_gap_ev": [8.636, 5.262]
}


Which structure is most stable? model P, by 0.0306 hartree over the runner-up.


Model P:
{
  "formula": "Cl2HNS2",
  "method": "ωB97M-V with the def2-TZVPD basis set",
  "symbols": ["N", "S", "S", "Cl", "Cl", "H"],
  "xyz": [[-0.090, -0.674, -0.093], [1.485, 0.732, -0.818], [-1.168, -0.206, 0.983], [2.560, 0.464, 0.849], [-2.639, 0.781, 0.031], [-0.148, -1.096, -0.952]],
  "e_homo_ev": [-9.1, -9.1],
  "e_lumo_ev": [-1.4, -1.4],
  "multiplicity": 1,
  "orbital_gap_ev": [7.684, 7.684]
}


Model Q:
{
  "formula": "Cl2HNS2",
  "method": "ωB97M-V with the def2-TZVPD basis set",
  "symbols": ["N", "S", "S", "Cl", "Cl", "H"],
  "xyz": [[0.447, -0.153, 1.917], [0.814, 1.658, -2.460], [0.115, -0.045, 0.411], [-1.037, 1.077, -2.217], [-0.699, -1.801, -0.385], [0.359, -0.737, 2.733]],
  "e_homo_ev": [-9.6, -8.6],
  "e_lumo_ev": [-0.9, -2.5],
  "multiplicity": 1,
  "orbital_gap_ev": [8.684, 6.012]
}


Which structure is most stable? model P, by 0.0298 hartree over the runner-up.


Model P:
{
  "formula": "C2H10N2S2",
  "method": "ωB97M-V with the def2-TZVPD basis set",
  "symbols": ["C", "S", "S", "H", "H", "H", "H", "N", "C", "N", "H", "H", "H", "H", "H", "H"],
  "xyz": [[-2.015, 0.424, -0.121], [-1.259, -0.135, -1.725], [-2.150, 0.982, -3.120], [-1.329, 0.362, 0.711], [-2.149, 1.525, -0.316], [-2.919, -0.106, -0.083], [-1.184, 1.875, -3.394], [1.844, -0.591, -0.455], [1.477, 0.034, 0.891], [0.810, -0.665, 2.044], [1.058, -1.167, -0.880], [2.588, -1.376, -0.297], [0.808, 0.875, 0.718], [2.393, 0.415, 1.463], [1.431, -0.836, 2.871], [0.596, -1.614, 1.691]],
  "e_homo_ev": -9.0,
  "e_lumo_ev": 0.7,
  "multiplicity": 1,
  "orbital_gap_ev": 9.632,
  "smiles": "CSS.NCN"
}


Model Q:
{
  "formula": "C2H10N2S2",
  "method": "ωB97M-V with the def2-TZVPD basis set",
  "symbols": ["S", "S", "H", "H", "N", "C", "C", "N", "H", "H", "H", "H", "H", "H", "H", "H"],
  "xyz": [[-2.546, -0.583, -3.279], [-0.693, -1.182, -2.679], [-2.493, 0.736, -2.891], [-0.754, -0.800, -1.360], [2.421, 0.277, 0.885], [1.010, 0.707, 0.607], [0.077, -0.478, 0.853], [-1.354, -0.199, 0.500], [2.452, 0.135, 1.863], [3.035, 1.097, 0.655], [0.958, 1.143, -0.420], [0.685, 1.543, 1.271], [0.459, -1.316, 0.295], [0.213, -0.781, 1.876], [-1.887, -0.958, 0.817], [-1.586, 0.659, 1.009]],
  "e_homo_ev": -8.4,
  "e_lumo_ev": 0.7,
  "multiplicity": 1,
  "orbital_gap_ev": 9.142,
  "smiles": "NCCN.SS"
}


Model R:
{
  "formula": "C2H10N2S2",
  "method": "ωB97M-V with the def2-TZVPD basis set",
  "symbols": ["C", "N", "C", "N", "H", "H", "H", "H", "H", "H", "H", "H", "S", "S", "H", "H"],
  "xyz": [[-1.073, 0.843, 0.174], [-1.057, -0.569, 0.421], [-0.233, -1.323, -0.531], [-0.940, -1.530, -1.798], [-1.570, 1.422, 1.008], [-0.047, 1.350, 0.041], [-1.748, 1.111, -0.692], [-0.650, -0.736, 1.349], [-0.018, -2.300, -0.098], [0.704, -0.791, -0.786], [-1.812, -2.050, -1.643], [-1.084, -0.634, -2.254], [3.078, 1.074, 0.443], [2.162, 1.512, 2.247], [2.895, 2.235, -0.165], [1.391, 0.386, 2.282]],
  "e_homo_ev": -9.0,
  "e_lumo_ev": 0.2,
  "multiplicity": 1,
  "orbital_gap_ev": 9.234,
  "smiles": "CNCN.SS"
}


Which structure is most stable? model Q, by 0.0059 hartree over the runner-up.


Model P:
{
  "formula": "C2H4OS",
  "method": "ωB97M-V with the def2-TZVPD basis set",
  "symbols": ["C", "C", "H", "H", "H", "H", "O", "S"],
  "xyz": [[0.743, 0.407, 0.063], [-0.129, -0.871, -0.072], [0.673, 1.054, -0.840], [0.198, 1.048, 0.943], [1.720, 0.090, 0.183], [-1.777, 0.786, -0.358], [0.459, -1.901, 0.029], [-1.887, -0.612, 0.050]],
  "e_homo_ev": -10.0,
  "e_lumo_ev": 0.5,
  "multiplicity": 1,
  "orbital_gap_ev": 10.503,
  "smiles": "CC(=O)S"
}


Model Q:
{
  "formula": "C2H4OS",
  "method": "ωB97M-V with the def2-TZVPD basis set",
  "symbols": ["C", "C", "O", "S", "H", "H", "H", "H"],
  "xyz": [[1.004, -0.419, -0.328], [-0.174, 0.288, 0.202], [0.713, 0.941, -0.619], [-1.818, -0.301, -0.471], [1.810, -0.348, 0.445], [1.138, -1.298, -0.984], [-0.279, 0.731, 1.178], [-2.394, 0.405, 0.577]],
  "e_homo_ev": -9.4,
  "e_lumo_ev": 0.8,
  "multiplicity": 1,
  "orbital_gap_ev": 10.163,
  "smiles": "S[C@H]1CO1"
}


Model R:
{
  "formula": "C2H4OS",
  "method": "ωB97M-V with the def2-TZVPD basis set",
  "symbols": ["C", "C", "O", "S", "H", "H", "H", "H"],
  "xyz": [[0.486, 0.173, 0.107], [-0.863, -0.293, -0.142], [1.312, 0.500, -0.874], [1.958, -0.803, 0.044], [0.912, 1.684, 1.513], [-1.243, 0.316, -0.907], [-1.669, -0.262, 0.719], [-0.894, -1.315, -0.460]],
  "e_homo_ev": [-9.2, -8.9],
  "e_lumo_ev": [-0.6, -0.6],
  "multiplicity": 1,
  "orbital_gap_ev": [8.568, 8.338]
}


Which structure is most stable? model P, by 0.0517 hartree over the runner-up.